The following is a DFT calculation (wB97M-V/def2-TZVPD) of 2 unconnected molecules or ions with the total composition C3H9ISi at a distorted geometry.

Element x y z (Å)
C  -0.1750  -0.0169  -3.1089
C  1.2561  0.9343  0.0274
C  -0.6532  -0.2962  3.1460
Si  0.5325  -0.0223  -1.2838
I  -2.0500  -0.7875  1.5848
H  0.3970  0.7642  -3.8153
H  -0.1978  -0.8799  -3.8127
H  -1.1624  0.3758  -2.9761
H  0.7689  1.7970  0.4780
H  -0.3385  -1.3001  3.4581
H  1.7813  0.3391  0.7144
H  0.1255  0.3091  2.7398
H  -1.1387  0.1695  3.9401
H  0.8544  -1.3860  -1.0919

Computed properties:
Energy relative to the best compared isomer or geometry (same formula, charge and spin) ... 4.3327 eV
Net charge ... 0
HOMO-LUMO gap ... 8.15 eV
Calculated total energy ... -19232.1140 eV

natural (NBO) atomic charge list, values in e, 8 entries: atom 1 (C): -1.108, atom 2 (C): -1.137, atom 3 (C): -0.701, atom 4 (Si): 1.268, atom 5 (I): 0.050, atom 6 (H): 0.254, atom 7 (H): 0.265, atom 8 (H): 0.236


The following is a DFT calculation (wB97M-V/def2-TZVPD) of 2 unconnected molecules or ions with the total composition C12H32NO3P2.

Element x y z (Å)
C  5.2898  -0.4029  2.8806
C  4.5074  0.1195  1.7063
C  4.3134  1.6157  1.6787
C  4.0850  -0.7046  0.7486
C  3.2887  -0.3409  -0.4834
C  2.1107  0.6303  -0.2546
C  0.8267  0.1927  -0.9645
C  1.0236  0.2286  -2.4873
C  -0.3503  1.0575  -0.4791
C  -1.7006  0.8139  -1.2059
P  -3.0518  0.4279  -0.0027
C  -2.8067  -1.5190  -0.1170
C  -4.1196  -2.2946  -0.2056
O  -4.9113  -2.1624  0.9553
P  -3.5478  2.6558  0.3321
N  -5.2435  2.6019  0.5493
O  -3.0369  2.7850  1.8929
H  6.3386  -0.1013  2.8025
H  4.9147  0.0428  3.8068
H  5.2339  -1.4878  2.9578
H  3.3733  1.9202  2.1482
H  5.1127  2.1010  2.2415
H  4.3245  2.0037  0.6594
H  4.3768  -1.7492  0.8264
H  2.8983  -1.2731  -0.9123
H  3.9691  0.0738  -1.2370
H  2.3568  1.6298  -0.6236
H  1.9143  0.7048  0.8170
H  0.6211  -0.8463  -0.6569
H  1.6101  1.0985  -2.7906
H  1.6065  -0.6409  -2.8177
H  0.0887  0.2259  -3.0494
H  -0.0728  2.1087  -0.5876
H  -0.4514  0.8551  0.5904
H  -1.6536  0.0155  -1.9458
H  -1.9919  1.7258  -1.7292
H  -4.3892  0.2380  -0.5159
H  -2.8007  0.3125  1.4152
H  -2.2789  -1.8506  0.7846
H  -2.1872  -1.7823  -0.9899
H  -3.9228  -3.3671  -0.2949
H  -4.6734  -2.0025  -1.1106
H  -5.1865  -1.2471  1.0684
H  -5.7531  2.7998  -0.3020
H  -5.6176  1.7549  0.9730
H  -3.5679  2.2741  2.5197
O  -0.2162  -2.6106  -2.1506
H  -0.0409  -2.8727  -3.0764
H  0.4991  -2.8822  -1.5388
H  -1.1106  -2.8755  -1.8254

Computed properties:
Net charge ... +1
HOMO-LUMO gap ... 4.90 eV
Calculated total energy ... -39162.4688 eV

natural (NBO) atomic charge list, values in e, 8 entries: atom 1 (C): -0.636, atom 2 (C): 0.056, atom 3 (C): -0.663, atom 4 (C): -0.233, atom 5 (C): -0.433, atom 6 (C): -0.389, atom 7 (C): -0.185, atom 8 (C): -0.627


The following is a DFT calculation (wB97M-V/def2-TZVPD) of 3 unconnected molecules or ions with the total composition C3H6N2 at a distorted geometry.

Element x y z (Å)
C  1.1357  -0.0712  -0.1178
C  -0.2866  0.0522  -0.3956
N  -0.9848  -1.0298  -0.0269
C  -0.8419  1.4041  -0.2724
N  -1.3222  2.4464  -0.1256
H  1.7782  0.8043  -0.1377
H  0.6696  -0.6834  1.4821
H  1.5665  -1.0474  -0.3107
H  0.3909  0.0005  -1.4388
H  -1.9854  -0.8422  0.0105
H  -0.1200  -1.0336  1.3328

Computed properties:
Energy relative to the best compared isomer or geometry (same formula, charge and spin) ... 5.5097 eV
Net charge ... 0
HOMO-LUMO gap ... 9.95 eV
Calculated total energy ... -6183.0352 eV

natural (NBO) atomic charge list, values in e, 8 entries: atom 1 (C): -0.361, atom 2 (C): -0.147, atom 3 (N): -0.710, atom 4 (C): 0.246, atom 5 (N): -0.282, atom 6 (H): 0.244, atom 7 (H): -0.046, atom 8 (H): 0.241


The following is a DFT calculation (wB97M-V/def2-TZVPD) of 2 unconnected molecules or ions with the total composition C27H40Br2ClF8N4OPSi at a distorted geometry.

Element x y z (Å)
C  -2.5609  -1.0019  -2.9643
C  -3.2505  -1.5598  -1.7693
C  -4.1398  -2.7281  -2.0120
N  -3.1663  -1.1871  -0.5500
N  -2.1050  -0.2711  -0.2640
C  -0.9212  -0.7584  0.0809
N  -0.7857  -2.1272  0.0932
C  -1.3996  -2.7088  1.3006
C  0.6109  -2.6380  -0.1025
C  1.7610  -1.6683  0.1896
Si  3.4367  -2.3852  -0.4492
C  4.6060  -2.3386  1.0032
C  3.2630  -4.2070  -0.9560
C  4.3287  -1.5382  -1.8688
C  1.4088  -0.2141  -0.1532
C  2.5312  0.6545  0.4044
C  2.3573  2.1941  0.3401
C  3.3547  2.8809  -0.5783
F  3.4989  2.2943  -1.7859
Br  5.1155  2.7405  0.2896
C  3.0246  4.3795  -0.7554
F  1.7222  4.5425  -1.0453
F  3.2357  5.0191  0.4066
Br  4.1372  5.2393  -2.0799
P  1.3354  0.0205  -2.0170
C  0.5426  1.5486  -2.6361
C  0.9071  -1.4472  -3.0132
N  0.0725  0.0852  0.4604
C  -0.0615  0.7424  1.7641
C  0.6222  0.1141  2.9911
O  -0.1185  0.5333  4.1490
C  -2.5194  1.1305  -0.2557
F  -3.3033  1.3269  -1.3397
F  -1.5018  1.9839  -0.3797
C  -3.3505  1.4923  0.9712
C  -3.6659  0.5953  1.9835
C  -4.4535  1.0167  3.0617
C  -4.9363  2.3216  3.0994
C  -4.6252  3.2268  2.0827
C  -5.1786  4.6209  2.1220
F  -6.4842  4.5820  1.7758
F  -5.1330  5.1556  3.3335
F  -4.5863  5.4241  1.2483
C  -3.8266  2.8061  1.0186
H  -1.8947  -0.1841  -2.7242
H  -2.0819  -1.7913  -3.5354
H  -3.3454  -0.5910  -3.6017
H  -4.6586  -2.6626  -2.9627
H  -4.7926  -2.9187  -1.1683
H  -3.4601  -3.5818  -2.0857
H  -1.3956  -3.7906  1.2217
H  -0.8768  -2.4408  2.2197
H  -2.4488  -2.4241  1.3342
H  0.6694  -3.0783  -1.0912
H  0.7237  -3.4777  0.5764
H  1.8860  -1.6821  1.2737
H  5.0707  -1.3265  1.0859
H  5.3481  -3.1061  0.8160
H  4.0439  -2.6407  1.8974
H  4.2355  -4.6461  -1.1457
H  2.6794  -4.7818  -0.2379
H  2.6777  -4.2370  -1.8826
H  4.1822  -0.4712  -1.9869
H  4.1327  -2.0658  -2.8044
H  5.3920  -1.6885  -1.6630
H  2.7533  0.3534  1.4248
H  3.4513  0.4630  -0.1417
H  1.3282  2.5061  0.1718
H  2.6118  2.5517  1.3346
H  0.7752  2.4438  -2.0751
H  -0.5407  1.4701  -2.7484
H  0.9224  1.6980  -3.6447
H  0.0632  -2.0620  -2.6970
H  0.6674  -1.0849  -4.0132
H  1.7646  -2.1031  -3.1308
H  0.1876  1.8006  1.7529
H  -1.1189  0.7402  2.0209
H  1.6176  0.5008  3.1686
H  0.6135  -0.9748  2.9825
H  -0.9568  0.0618  4.1251
H  -3.3130  -0.4249  1.9582
H  -4.7128  0.3308  3.8529
H  -5.5636  2.6630  3.9104
H  -3.6079  3.5057  0.2259
Cl  7.1721  -0.7451  0.7929

Computed properties:
Net charge ... 0
HOMO-LUMO gap ... 4.43 eV
Calculated total energy ... -228166.3819 eV

Mulliken atomic charge list, values in e, 8 entries: atom 1 (C): -0.934, atom 2 (C): 0.952, atom 3 (C): -1.455, atom 4 (N): -1.178, atom 5 (N): 1.491, atom 6 (C): -0.901, atom 7 (N): 0.440, atom 8 (C): -1.094


- The highest calculated total energy belongs to which entry?
  C3H6N2


- Which formula does entry 4 have?
  C27H40Br2ClF8N4OPSi


- Which of these has the highest HOMO-LUMO gap?
  C3H6N2


- Which value of HOMO-LUMO gap does entry 1 give?
  8.15 eV